1.
# C16H25MnN5O6

C16H25MnN5O6 as an isolated structure in a non-equilibrium geometry (the ωB97M-V functional and the def2-TZVPD basis, the Open Molecules 2025 dataset).

```
53
Properties=species:S:1:pos:R:3:forces:R:3:lowdin_spin:R:1
Mn 0.363 -0.515 0.873 -0.5 -0.6 -0.4 4.031
O -0.616 -2.773 4.759 -0.3 -0.3 0.4 0.001
C -0.588 -2.213 3.598 0.3 0.3 -0.4 0.002
O 0.266 -1.435 3.185 0.3 0.1 -0.1 0.014
C -1.723 -2.565 2.688 -0.2 -0.1 -0.2 0.002
C -2.722 -3.506 2.937 0.1 0.2 -0.1 0.001
C -3.696 -3.686 1.963 0.1 0.0 0.0 0.000
C -3.661 -2.921 0.798 0.3 0.3 -0.1 0.002
C -2.616 -2.011 0.640 -0.1 -0.3 0.4 0.001
N -1.667 -1.864 1.567 0.3 0.1 -0.1 0.023
C -2.319 -1.096 -0.498 -0.6 -0.6 0.4 0.001
O -3.147 -0.820 -1.453 0.6 0.2 0.0 0.003
O -1.196 -0.568 -0.487 0.9 0.6 -0.4 -0.042
H 0.099 -2.547 5.385 0.0 0.1 -0.3 0.000
H -2.724 -4.077 3.855 0.0 0.0 0.0 0.000
H -4.482 -4.415 2.108 0.0 0.0 0.0 0.000
H -4.417 -3.066 0.041 -0.1 0.0 -0.1 0.000
H -4.035 -1.222 -1.430 0.2 -0.1 0.2 0.000
C 1.447 -2.906 -1.150 -0.3 -0.5 -0.9 0.001
O 1.594 -2.151 0.053 -0.6 0.8 1.2 0.020
C 2.970 -1.947 0.397 0.6 0.6 0.3 0.001
C 3.022 -1.274 1.763 0.3 -1.5 -0.4 -0.007
O 2.123 -0.158 1.765 -0.5 0.0 -1.0 -0.093
C 2.256 0.637 2.945 -0.4 0.8 1.2 -0.007
H 1.863 -3.911 -1.013 -0.1 0.2 0.1 -0.001
H 1.961 -2.421 -1.986 -0.1 0.1 0.2 0.001
H 0.380 -2.981 -1.360 0.1 0.0 0.0 0.000
H 3.441 -1.322 -0.375 -0.1 -0.1 0.1 0.000
H 3.492 -2.911 0.443 -0.1 0.2 0.0 -0.001
H 4.041 -0.922 1.962 -0.2 0.1 0.0 -0.007
H 2.715 -1.972 2.555 0.1 0.2 -0.1 -0.001
H 3.216 1.165 2.936 -0.1 -0.1 -0.3 -0.008
H 2.201 0.014 3.842 0.0 0.0 -0.2 0.000
H 1.439 1.363 2.957 0.2 -0.1 -0.1 -0.001
C -1.467 4.264 -2.764 0.1 -0.3 0.0 0.000
C -0.106 4.003 -3.392 0.1 0.8 -0.3 0.000
C -0.052 2.783 -4.290 0.3 -0.3 -0.1 0.000
C 1.030 4.007 -2.345 -0.1 1.0 -1.3 0.000
N 0.877 2.935 -1.395 -0.4 -0.8 1.7 0.004
C 0.236 2.877 -0.211 0.0 0.0 -0.1 0.004
N 0.389 1.655 0.264 -0.2 -0.1 0.5 0.012
N 1.113 0.996 -0.649 0.0 -0.3 0.1 0.039
N 1.399 1.746 -1.626 0.7 -0.5 -0.9 0.004
H -2.214 4.464 -3.528 0.0 0.0 0.0 0.000
H -1.436 5.126 -2.104 -0.1 0.1 0.1 0.000
H -1.808 3.390 -2.208 -0.2 -0.1 0.2 0.000
H 0.084 4.878 -4.037 0.2 -0.2 0.3 0.000
H 0.172 1.869 -3.733 -0.3 -0.1 0.0 0.000
H 0.742 2.868 -5.036 -0.1 0.1 0.1 0.000
H -0.989 2.656 -4.825 0.0 -0.1 0.0 0.000
H 1.052 4.956 -1.805 0.0 -0.2 0.1 0.000
H 1.990 3.848 -2.843 -0.1 0.0 0.2 0.000
H -0.295 3.676 0.266 -0.1 0.3 0.0 0.000
```
Forces are in eV/Å.

Calculated values
Max |F| (eV/Å): 1.96
HOMO-LUMO gap (alpha / beta) (eV): 4.40 / 7.30
2S+1: 5
Charge: +3
Relative energy (zero: lowest compared OMol25 entry of this formula, charge and spin) (kJ/mol): 164.1
HOMO energy (alpha / beta) (eV): -18.62 / -18.63

---

2.
# C16H26AsCl2N2OSTl

C16H26AsCl2N2OSTl as an isolated structure (the ωB97M-V functional and the def2-TZVPD basis, the Open Molecules 2025 dataset).

```
50
Properties=species:S:1:pos:R:3:forces:R:3:mulliken_charge:R:1
Tl -0.172 0.784 -1.153 0.1 0.2 -0.1 0.632
C 1.542 3.312 -0.803 0.1 0.0 0.0 0.656
C 0.190 3.537 -0.484 0.0 0.0 0.0 0.170
C -0.121 2.762 0.665 0.0 0.0 0.1 0.471
C 1.061 2.077 1.060 0.0 0.0 0.0 0.238
C 2.082 2.413 0.149 0.0 0.0 0.0 0.818
C 3.512 1.959 0.196 0.0 0.0 0.0 -1.511
C 1.190 1.206 2.277 0.0 0.0 0.0 -1.333
C -1.420 2.786 1.416 0.0 0.0 0.0 -1.295
C -0.781 4.432 -1.198 0.0 0.0 0.0 -1.469
C 2.304 3.906 -1.953 0.0 0.0 0.0 -1.691
H 4.165 2.686 0.697 0.0 0.0 0.0 0.243
H 3.920 1.798 -0.805 0.0 0.0 0.0 0.271
H 3.622 1.013 0.732 0.0 0.0 0.0 0.264
H 1.217 1.795 3.203 0.0 0.0 0.0 0.346
H 2.108 0.613 2.247 0.0 0.0 0.0 0.283
H 0.364 0.496 2.353 0.0 0.0 0.0 0.087
H -1.460 3.606 2.147 0.0 0.0 0.0 0.281
H -1.574 1.854 1.966 0.0 0.0 0.0 0.295
H -2.270 2.899 0.740 0.0 0.0 0.0 0.330
H -0.918 5.392 -0.682 0.0 0.0 0.0 0.223
H -1.761 3.957 -1.286 0.0 0.0 0.0 0.303
H -0.442 4.661 -2.212 0.0 0.0 0.0 0.348
H 2.918 4.768 -1.657 0.0 0.0 0.0 0.233
H 1.633 4.250 -2.743 0.0 0.0 0.0 0.376
H 2.984 3.176 -2.401 0.0 0.0 0.0 0.331
Cl 3.464 -2.395 0.950 0.0 0.0 0.0 -0.241
C 2.589 -1.864 -0.509 0.0 0.0 0.0 1.184
Cl 3.712 -1.261 -1.752 -0.1 0.0 0.0 -0.214
H 1.924 -1.062 -0.212 0.0 0.0 0.0 -0.669
H 2.062 -2.723 -0.916 0.0 0.0 0.0 -0.175
S -0.566 -6.894 -1.590 0.1 0.0 0.0 -0.526
C 0.459 -5.588 -1.684 -0.1 0.0 0.0 0.123
N 1.142 -4.644 -1.742 0.1 0.0 0.0 -0.635
C -1.614 -2.697 -1.555 0.0 0.0 0.0 -1.078
As -1.344 -2.408 0.321 -0.1 0.0 0.0 0.614
C -0.623 -4.015 1.080 0.0 -0.1 0.0 -1.036
C -3.100 -2.173 1.071 0.0 0.0 0.0 -1.091
O -0.366 -1.118 0.682 0.0 0.0 0.0 -0.344
H -2.154 -3.634 -1.693 0.0 0.0 0.0 0.378
H -0.645 -2.780 -2.040 0.0 0.0 0.0 0.331
H -2.185 -1.848 -1.933 0.0 0.0 0.0 0.394
H -1.130 -4.893 0.677 0.0 0.0 0.0 0.293
H -0.724 -3.964 2.163 0.0 0.0 0.0 0.372
H 0.428 -4.069 0.800 0.0 0.0 0.0 0.263
H -3.695 -3.073 0.910 0.0 0.0 0.0 0.388
H -3.543 -1.318 0.559 0.0 0.0 0.0 0.295
H -2.995 -1.976 2.137 0.0 0.0 0.0 0.356
N -3.451 0.279 -1.197 0.0 0.0 0.0 -0.695
C -2.995 1.310 -1.505 -0.1 0.0 0.0 -0.186
```
Forces are in eV/Å.

Calculated values
Max |F| (eV/Å): 0.24
HOMO-LUMO gap (eV): 6.24
Charge: -2
Relative energy (zero: lowest compared OMol25 entry of this formula, charge and spin) (kJ/mol): 0.0
HOMO energy (eV): -1.57

---

3.
# C16H26BeN2OSi

C16H26BeN2OSi as an isolated structure in a non-equilibrium geometry (the ωB97M-V functional and the def2-TZVPD basis, the Open Molecules 2025 dataset).

```
47
Properties=species:S:1:pos:R:3:forces:R:3:mulliken_charge:R:1
C 1.232 0.507 0.428 0.7 2.0 0.7 -0.762
C -0.250 0.526 1.098 1.0 -0.9 -2.3 -0.689
H 1.783 -0.276 0.883 0.3 -1.1 1.0 0.950
H 1.591 1.479 0.795 0.2 -0.5 0.0 0.183
H 1.922 0.543 -0.566 -2.5 -0.2 0.7 0.054
H -1.044 -0.130 0.705 0.5 0.6 0.1 0.393
H 0.096 -1.222 2.193 0.1 -2.3 -0.5 0.347
H -0.604 1.442 1.570 0.3 0.2 -0.9 0.239
C 1.767 -1.529 -2.097 -0.1 -1.1 -1.8 0.022
C 2.034 -2.327 -3.216 1.3 0.3 1.8 -0.688
C 1.109 -2.437 -4.276 -2.6 1.2 -0.2 -0.543
C -0.152 -1.816 -4.096 2.8 -1.2 -0.7 -0.746
H 2.462 -1.468 -1.251 -0.1 0.2 -0.5 0.262
H 3.013 -2.822 -3.284 -0.5 0.2 0.1 0.321
H 1.361 -2.936 -5.216 -0.1 0.1 0.4 0.399
H -0.882 -1.803 -4.884 -0.1 -0.2 -0.2 0.295
N 0.613 -0.833 -2.017 0.3 0.6 1.5 0.251
C -0.381 -1.072 -2.931 -2.4 0.8 -0.1 0.384
C -1.643 -0.442 -2.609 2.1 -1.5 -1.2 0.333
N -1.577 0.355 -1.490 0.0 0.2 -0.1 0.290
C -2.718 0.963 -1.115 -1.2 -0.9 -0.3 0.017
C -4.008 -0.056 -2.928 1.2 -0.7 -0.8 -0.596
C -3.945 0.731 -1.747 1.5 0.9 1.3 -0.813
H -2.654 1.568 -0.207 -0.1 0.1 -0.3 0.329
H -4.779 1.243 -1.295 -0.4 -0.1 -0.3 0.367
C -2.808 -0.622 -3.387 -2.0 0.8 0.6 -0.846
H -2.750 -1.172 -4.331 -0.2 0.1 0.6 0.251
H -4.968 -0.175 -3.443 0.5 0.0 0.1 0.383
Be 0.103 0.553 -1.155 -1.1 -0.6 -1.4 -0.013
C 0.469 2.072 -1.766 -0.1 0.9 -0.3 -1.173
H -0.435 2.659 -1.911 -0.1 0.2 -0.3 0.211
H 0.896 1.831 -2.750 -0.1 0.2 -0.1 0.133
H 1.158 2.723 -1.260 0.7 0.5 0.3 0.379
C 1.853 1.600 3.268 0.6 -0.2 0.1 -0.980
Si 0.879 0.161 3.904 -1.0 1.0 -1.5 0.226
C 1.722 -1.374 4.318 0.4 -0.3 0.5 -1.083
C -0.427 0.747 5.038 0.1 -0.5 0.1 -0.974
O 0.030 -0.339 2.462 -0.4 1.1 2.0 -0.271
H 2.317 2.106 4.114 0.1 0.2 0.0 0.489
H 1.223 2.324 2.725 0.2 -0.3 0.3 0.329
H 2.647 1.242 2.593 -0.2 0.3 0.3 0.293
H 2.187 -1.210 5.282 0.4 -0.4 0.3 0.357
H 1.039 -2.215 4.388 -0.1 -0.1 0.2 0.364
H 2.477 -1.623 3.582 0.3 0.0 -0.1 0.353
H -0.973 1.633 4.727 0.2 0.1 0.0 0.336
H -1.150 -0.040 5.230 -0.1 -0.1 0.2 0.335
H 0.165 0.929 5.929 -0.3 0.4 0.7 0.300
```
Forces are in eV/Å.

Calculated values
Max |F| (eV/Å): 3.14
HOMO-LUMO gap (eV): 3.17
Charge: 0
Relative energy (zero: lowest compared OMol25 entry of this formula, charge and spin) (kJ/mol): 203.4
HOMO energy (eV): -3.40